(1)
The following is a DFT calculation (ωB97M-V/def2-TZVPD) of a structure of composition C41H33N5PdS9 at a distorted geometry.

Properties
* largest force on an atom: 2.039 eV/A
* ΔE to the lowest compared entry with this formula, charge and spin: 29.2 kcal per mole
* net charge: 0
* DFT total energy: -151491.4306 eV
* HOMO energy (alpha / beta): -6.864 / -7.005 eV
* lowest unoccupied orbital energy (alpha / beta): -0.75 / -0.86 eV
* Kohn-Sham gap (alpha / beta): 6.112 / 6.144 eV

Last column: Löwdin charge in e.
CARTESIAN COORDINATES (ANGSTROEM)
Pd (-0.193, -0.648, 0.531)  0.530
N (0.232, -0.802, -1.530)  -0.370
S (-0.491, -0.679, -2.791)  0.744
N (-2.140, -0.961, -2.845)  -0.346
S (-3.284, 0.069, -2.877)  0.876
N (-3.456, 1.166, -1.801)  -0.365
S (-2.857, 0.961, -0.239)  0.783
N (-1.421, 1.157, -0.085)  -0.313
C (-3.696, -0.613, 0.156)  -0.297
C (-5.077, -0.611, 0.110)  -0.084
C (-5.757, -1.804, 0.275)  -0.072
C (-5.055, -2.977, 0.502)  -0.055
C (-3.672, -2.960, 0.585)  -0.047
C (-2.987, -1.770, 0.402)  -0.097
C (-3.864, 2.145, 0.677)  -0.305
C (-4.891, 2.876, 0.111)  -0.087
C (-5.620, 3.746, 0.903)  -0.072
C (-5.315, 3.881, 2.249)  -0.072
C (-4.275, 3.155, 2.805)  -0.055
C (-3.543, 2.283, 2.018)  -0.045
C (-3.360, 0.982, -4.426)  -0.304
C (-3.424, 0.285, -5.621)  -0.062
C (-3.480, 0.995, -6.807)  -0.061
C (-3.474, 2.381, -6.789)  -0.067
C (-3.412, 3.065, -5.585)  -0.061
C (-3.357, 2.363, -4.394)  -0.066
C (-4.778, -0.930, -2.952)  -0.300
C (-5.978, -0.238, -2.985)  -0.075
C (-7.166, -0.946, -2.988)  -0.062
C (-7.141, -2.335, -2.965)  -0.063
C (-5.934, -3.012, -2.936)  -0.056
C (-4.740, -2.310, -2.928)  -0.071
C (-0.330, 0.863, -3.722)  -0.311
C (-0.221, 2.051, -3.026)  -0.060
C (-0.104, 3.231, -3.743)  -0.058
C (-0.084, 3.204, -5.130)  -0.076
C (-0.180, 1.999, -5.810)  -0.069
C (-0.307, 0.817, -5.102)  -0.075
C (0.143, -1.929, -3.936)  -0.364
C (1.526, -2.001, -4.017)  -0.066
C (2.112, -3.027, -4.735)  -0.057
C (1.316, -3.985, -5.346)  -0.063
C (-0.064, -3.905, -5.259)  -0.070
C (-0.659, -2.868, -4.557)  -0.127
H (-5.607, 0.314, -0.057)  0.107
H (-6.835, -1.817, 0.217)  0.111
H (-5.585, -3.910, 0.621)  0.113
H (-3.134, -3.873, 0.794)  0.091
H (-1.879, -1.726, 0.445)  0.016
H (-5.098, 2.767, -0.942)  0.094
H (-6.427, 4.322, 0.472)  0.105
H (-5.889, 4.559, 2.865)  0.106
H (-4.031, 3.272, 3.850)  0.112
H (-2.719, 1.713, 2.422)  0.096
H (-3.425, -0.795, -5.614)  0.121
H (-3.523, 0.468, -7.746)  0.112
H (-3.513, 2.929, -7.719)  0.111
H (-3.401, 4.143, -5.576)  0.114
H (-3.304, 2.856, -3.437)  0.108
H (-5.959, 0.841, -2.993)  0.115
H (-8.107, -0.419, -3.005)  0.109
H (-8.070, -2.886, -2.963)  0.110
H (-5.906, -4.091, -2.917)  0.109
H (-3.792, -2.823, -2.890)  0.034
H (-0.239, 2.023, -1.944)  0.087
H (-0.014, 4.167, -3.215)  0.112
H (0.019, 4.124, -5.685)  0.109
H (-0.151, 1.975, -6.888)  0.112
H (-0.386, -0.133, -5.610)  0.115
H (2.122, -1.258, -3.509)  0.118
H (3.187, -3.093, -4.794)  0.109
H (1.779, -4.801, -5.884)  0.108
H (-0.688, -4.663, -5.711)  0.107
H (-1.731, -2.793, -4.471)  0.074
C (-0.808, -4.759, 3.411)  -0.375
S (0.058, -5.860, 2.245)  0.794
C (-0.447, -5.168, 0.713)  -1.022
C (-0.077, -3.948, 0.240)  -1.092
S (0.973, -2.857, 1.023)  0.614
S (-0.759, -3.546, -1.357)  0.909
C (-1.712, -4.992, -1.560)  -1.434
S (-2.711, -5.213, -2.844)  0.559
S (-1.519, -6.139, -0.282)  0.905
H (-0.504, -5.089, 4.399)  0.030
H (-1.883, -4.873, 3.291)  0.034
H (-0.496, -3.733, 3.239)  -0.001
S (1.244, 0.775, 2.145)  0.504
C (-0.166, 0.052, 2.554)  -1.146
N (-1.189, -0.454, 2.839)  0.065

***

(2)
The following is a DFT calculation (ωB97M-V/def2-TZVPD) of a cluster of 2 separate species, C25H31B4Cl2F13INO9 in total at a distorted geometry.

Properties
* largest force on an atom: 6.042 eV/A
* net charge: 0
* DFT total energy: -117522.9990 eV
* HOMO energy: -9.211 eV
* lowest unoccupied orbital energy: -1.16 eV
* Kohn-Sham gap: 8.049 eV

Last column: Löwdin charge in e.
CARTESIAN COORDINATES (ANGSTROEM)
C (-4.006, -2.759, 0.300)  -0.132
C (-2.454, -2.489, -0.086)  -0.579
Cl (-1.414, -3.909, 0.217)  0.807
C (-1.959, -1.239, -0.604)  -0.440
Cl (-3.441, -0.126, -0.801)  0.730
C (-0.465, -0.900, -1.076)  -0.173
C (0.066, -1.929, -2.230)  -0.168
F (1.277, -1.452, -2.892)  0.052
F (0.671, -3.133, -1.700)  0.024
C (-0.880, -2.380, -3.405)  -0.183
F (-2.270, -2.128, -3.369)  0.088
F (-0.857, -3.825, -3.470)  0.093
C (-0.451, -1.941, -4.911)  -0.152
F (-1.628, -2.201, -5.708)  0.076
F (-0.303, -0.513, -5.045)  0.061
C (0.696, -2.773, -5.621)  -0.307
F (1.495, -1.830, -6.360)  0.069
F (1.577, -3.514, -4.846)  0.137
F (0.145, -3.629, -6.624)  0.105
C (-0.795, 0.398, -2.035)  -0.234
C (-0.870, 1.808, -1.276)  -0.539
I (-0.644, 3.212, -2.985)  0.996
C (0.098, 1.985, -0.009)  -0.268
C (0.768, 3.486, -0.062)  -0.195
O (-0.171, 4.559, -0.116)  -0.175
C (-0.301, 5.464, 0.913)  -0.202
C (0.155, 5.465, 2.388)  -0.030
C (-0.154, 6.599, 3.410)  -0.058
C (-1.003, 7.855, 2.990)  -0.071
C (-1.471, 7.881, 1.509)  -0.078
C (-1.144, 6.749, 0.518)  0.010
C (-0.805, 2.211, 1.285)  -0.019
B (-1.568, 1.165, 2.185)  -0.504
O (-3.020, 0.984, 2.074)  0.029
O (-1.083, 0.459, 3.381)  0.049
C (1.204, 0.777, 0.046)  -0.143
C (2.148, 1.154, 1.262)  0.001
B (3.376, 0.259, 1.801)  -0.497
O (3.141, -0.464, 3.052)  0.071
O (4.706, 0.148, 1.267)  0.102
B (2.354, 0.905, -1.148)  -0.479
O (3.406, -0.079, -1.364)  0.105
O (2.347, 1.835, -2.243)  0.070
N (0.585, -0.619, -0.013)  0.072
C (0.446, -1.367, 1.282)  -0.119
C (1.371, -2.672, 1.465)  -0.134
C (0.788, -3.417, 2.802)  -0.088
C (1.485, -2.940, 4.149)  -0.379
O (2.702, -3.043, 4.412)  0.073
O (0.604, -2.403, 5.166)  0.011
H (-4.138, -3.756, 0.837)  0.080
H (-4.401, -1.948, 1.016)  0.077
H (-4.649, -2.822, -0.658)  0.106
H (0.043, 0.576, -2.820)  0.071
H (-1.679, 0.192, -2.747)  0.117
H (-1.930, 2.101, -0.923)  0.069
H (1.484, 3.665, -0.921)  0.110
H (1.403, 3.697, 0.887)  0.125
H (0.768, 4.554, 2.733)  0.080
H (0.177, 6.556, 4.497)  0.086
H (-1.251, 8.664, 3.748)  0.085
H (-2.122, 8.758, 1.138)  0.096
H (-1.566, 6.869, -0.549)  0.107
H (-1.651, 2.965, 1.022)  0.156
H (-0.168, 2.805, 2.058)  0.113
H (-3.417, 1.043, 2.975)  0.116
H (-1.480, -0.444, 3.380)  0.100
H (2.765, 2.096, 0.951)  0.157
H (1.610, 1.509, 2.227)  0.152
H (4.037, -0.586, 3.450)  0.123
H (4.978, -0.799, 1.386)  0.133
H (4.258, 0.409, -1.433)  0.124
H (3.234, 2.268, -2.337)  0.139
H (1.396, -1.163, -0.426)  0.174
H (-0.596, -1.687, 1.600)  0.101
H (0.733, -0.766, 2.232)  0.137
H (2.468, -2.489, 1.678)  0.115
H (1.291, -3.466, 0.664)  0.093
H (1.075, -4.532, 2.671)  0.150
H (-0.354, -3.408, 2.849)  0.103
H (0.652, -1.422, 5.176)  0.109
B (-1.484, -7.026, -2.848)  -1.145
F (-1.950, -8.351, -3.127)  0.051
F (-0.501, -7.073, -1.801)  0.031
F (-0.896, -6.467, -4.031)  0.044
F (-2.588, -6.204, -2.431)  0.027

***

- Among the records above, which one has the lowest largest force on an atom?
  C41H33N5PdS9